a.
Computed, not measured: a gas-phase ion, C2H4O3P (charge -1), with ωB97M-V/def2-TZVPD.

CARTESIAN COORDINATES (ANGSTROEM)
1 C 0.02472 0.76048 0.05169
2 C 0.93437 0.11356 0.97482
3 O 0.07319 -1.29580 -1.93899
4 O -0.10207 1.97673 0.09562
5 O -1.69557 -1.33610 -0.06580
6 P -0.80382 -0.46420 -1.03279
7 H 1.29274 -0.73346 0.44194
8 H 0.21152 -0.23396 1.80539
9 H 1.66918 0.83823 1.33174
10 H -1.60426 0.37451 -1.66361

Output
- Net charge: -1
- E_HOMO: -4.634 eV
- Lowest unoccupied orbital energy: 4.161 eV

Mulliken atomic charge list, values in e, 5 entries: number 1, C, carries 0.588; number 2, C, carries -0.969; number 3, O, carries -0.691; number 4, O, carries -0.602; number 5, O, carries -0.748

***

b.
Computed, not measured: 2 unconnected molecules or ions with the total composition C2H4O3P, with ωB97M-V/def2-TZVPD.

CARTESIAN COORDINATES (ANGSTROEM)
1 C -0.27258 0.74477 0.33251
2 C 1.76933 -0.41664 -0.15063
3 O -3.01021 0.38843 0.62426
4 O -1.65990 -1.58700 -0.36126
5 O -0.90974 0.96809 -0.89685
6 P -1.74810 -0.19838 0.12199
7 H 0.05699 1.62402 0.85833
8 H 1.94096 -0.85925 0.81349
9 H 2.40112 0.40577 -0.41719
10 H 1.43212 -1.06980 -0.92466

Output
- Net charge: -1
- E_HOMO (alpha / beta): -3.806 / -3.805 eV
- Lowest unoccupied orbital energy (alpha / beta): 4.316 / 4.315 eV

Mulliken atomic charge list, values in e, 5 entries: number 1, C, carries -0.221; number 2, C, carries -0.930; number 3, O, carries -0.727; number 4, O, carries -0.697; number 5, O, carries -0.389

***

Most stable one: a, least stable one: b.